No. 1
The following is a quantum chemistry calculation of a molecular structure, C34H31N6O6PtS at a distorted geometry, from the Open Molecules 2025 dataset.

The geometry in XYZ format:
```
79
C34H31N6O6PtS ωB97M-V/def2-TZVPD
Pt 0.147 -0.372 0.011
C 0.190 0.736 2.891
C -0.643 1.877 2.287
C -0.638 2.306 0.807
C -0.840 3.808 0.697
C -0.806 4.360 -0.682
C -0.256 3.637 -1.671
C 0.115 2.305 -1.403
N -0.072 1.647 -0.252
N -0.232 -0.569 2.451
C 0.701 -1.659 2.680
C 0.651 -2.719 1.586
C 0.890 -4.051 1.879
C 0.947 -4.984 0.857
C 0.760 -4.569 -0.453
C 0.516 -3.233 -0.693
N 0.457 -2.338 0.303
C -1.618 -0.903 2.672
C -2.482 -0.757 1.439
C -3.863 -0.787 1.560
C -4.653 -0.685 0.434
C -4.037 -0.565 -0.804
C -2.663 -0.533 -0.853
N -1.897 -0.619 0.249
H 0.138 0.837 3.985
H 1.232 0.862 2.594
H -0.314 2.776 2.816
H -1.692 1.794 2.568
H 0.017 4.283 1.209
H -1.139 5.381 -0.811
H -0.115 4.031 -2.666
H 0.574 1.709 -2.189
H 0.556 -2.146 3.653
H 1.712 -1.240 2.661
H 1.040 -4.346 2.908
H 1.138 -6.025 1.080
H 0.802 -5.263 -1.279
H 0.377 -2.839 -1.690
H -2.060 -0.298 3.472
H -1.694 -1.942 3.008
H -4.307 -0.876 2.543
H -5.731 -0.692 0.518
H -4.608 -0.482 -1.717
H -2.131 -0.426 -1.788
O -3.550 4.245 -0.506
S -3.273 3.387 0.610
O -1.993 4.128 1.412
O -2.554 2.144 0.189
O -4.264 3.189 1.607
O 1.801 -0.162 -2.747
C 2.530 -0.143 -1.774
N 3.888 -0.104 -1.766
C 4.439 0.035 -0.427
C 3.138 0.004 0.401
O 3.081 0.074 1.616
N 2.090 -0.133 -0.443
C 5.175 1.361 -0.294
C 6.470 1.461 -0.795
C 7.139 2.674 -0.779
C 6.524 3.801 -0.251
C 5.239 3.707 0.258
C 4.565 2.492 0.236
C 5.283 -1.161 0.000
C 5.969 -1.106 1.210
C 6.705 -2.195 1.645
C 6.766 -3.350 0.874
C 6.083 -3.409 -0.329
C 5.339 -2.318 -0.765
H 4.411 0.078 -2.606
H 6.963 0.579 -1.187
H 8.146 2.738 -1.171
H 7.049 4.747 -0.230
H 4.761 4.579 0.684
H 3.571 2.426 0.660
H 5.923 -0.206 1.811
H 7.238 -2.142 2.585
H 7.350 -4.197 1.210
H 6.132 -4.301 -0.939
H 4.806 -2.371 -1.705
```

Properties
* total energy: -71064.0606 eV
* charge: +1
* F_max: 1.749 eV Å⁻¹
* relative energy (zero: lowest compared OMol25 entry of this formula, charge and spin): 94.3 kJ/mol
* molar mass: 846.803 g mol⁻¹

Löwdin atomic charge list, values in e, 5 entries: 1.225, -0.159, -0.050, -0.121, -0.329



No. 2
The following is a quantum chemistry calculation of 2 unconnected molecules or ions with the total composition C4H12NO2 at a distorted geometry, from the Open Molecules 2025 dataset.

The geometry in XYZ format:
```
19
C4H12NO2 ωB97M-V/def2-TZVPD
C 0.866 -1.718 -0.558
O 0.010 -2.730 -0.556
C 0.178 -0.320 -0.666
C 1.194 0.789 -0.781
C 0.766 2.233 -0.950
N -0.678 -0.132 0.530
H 1.631 -1.680 -1.411
H 1.527 -1.654 0.358
H -0.531 -0.291 -1.501
H 1.948 0.484 -1.524
H 1.850 0.658 0.101
H 1.537 2.902 -0.558
H 0.497 2.541 -1.956
H -0.148 2.436 -0.372
H 0.033 0.038 1.252
H -1.032 -1.032 0.864
H -2.209 2.105 2.070
H -1.832 0.743 1.583
O -2.061 1.237 2.431
```

Properties
* total energy: -9927.4972 eV
* charge: -1
* F_max: 1.512 eV Å⁻¹
* relative energy (zero: lowest compared OMol25 entry of this formula, charge and spin): 70.1 kJ/mol
* molar mass: 106.145 g mol⁻¹

Löwdin atomic charge list, values in e, 5 entries: -0.549, -0.336, -0.414, -0.271, -0.119



No. 3
The following is a quantum chemistry calculation of C4H4O in the gas phase, from the Open Molecules 2025 dataset.

The geometry in XYZ format:
```
9
C4H4O ωB97M-V/def2-TZVPD
C 2.176 0.176 -0.147
C 1.132 -0.390 0.057
C -0.266 -0.809 0.187
C -1.214 0.349 -0.026
O -0.614 -1.939 0.442
H 3.092 0.690 -0.334
H -0.794 1.047 -0.755
H -1.320 0.888 0.923
H -2.191 -0.012 -0.347
```

Properties
* total energy: -6257.9894 eV
* F_max: 0.642 eV Å⁻¹
* relative energy (zero: lowest compared OMol25 entry of this formula, charge and spin): 134.1 kJ/mol
* SMILES: C#CC(C)=O
* molar mass: 68.075 g mol⁻¹

Löwdin atomic charge list, values in e, 5 entries: 0.147, -0.045, -0.477, -0.021, 0.093



| no. | gap between HOMO and LUMO (eV) |
| --- | --- |
| 1 | 5.7 |
| 2 | 6.4 |
| 3 | 10.7 |